No. 1
The following is a DFT calculation (ωB97M-V with the def2-TZVPD basis set) of a 11-piece molecular cluster, C24H70N6O11 overall at a distorted geometry.

Geometry as ORCA input:
```
! wB97M-V def2-TZVPD RIJCOSX def2/J DEFGRID3
* xyz 0 1
C 15.14984 -17.46127 -4.26963
O 15.12590 -18.45790 -3.55920
N 16.20430 -16.52924 -4.24916
N 14.15168 -17.06581 -5.11643
H 16.94063 -16.67067 -3.58934
H 16.10531 -15.67542 -4.77729
H 14.05476 -16.05971 -5.32575
H 13.32553 -17.60589 -4.99421
C 18.70453 -16.57056 -0.54255
O 17.91364 -16.34257 -1.47062
N 20.08849 -16.58572 -0.77235
N 18.19801 -16.74863 0.73765
H 20.23062 -15.83208 -1.44141
H 20.62290 -16.25517 0.00977
H 18.75877 -17.34381 1.33635
H 17.23588 -17.09848 0.84195
C 15.04202 -18.20915 0.38786
O 15.60749 -17.84873 1.46472
N 15.01753 -17.46731 -0.74631
N 14.50596 -19.43832 0.16731
H 14.92219 -17.88285 -1.66258
H 15.61824 -16.65252 -0.85592
H 13.95902 -19.62413 -0.68025
H 14.35573 -20.11659 0.91711
C 15.78139 -12.37160 -9.11645
C 16.01739 -12.53441 -7.58223
C 17.33810 -11.89939 -7.21382
O 14.92924 -11.98584 -6.87699
H 16.62603 -12.72527 -9.72892
H 15.50766 -11.40297 -9.44924
H 14.86698 -12.94665 -9.39583
H 15.99562 -13.61534 -7.44066
H 18.13875 -12.49712 -7.64279
H 17.52138 -11.74663 -6.15853
H 17.37656 -10.88613 -7.61466
H 14.79367 -11.08123 -7.18501
C 12.42580 -9.84871 -4.16231
C 11.94469 -11.06976 -4.85428
C 11.08353 -11.98400 -3.92393
O 11.13810 -10.72415 -5.93676
H 11.60672 -9.20188 -3.78268
H 13.01837 -9.18254 -4.78456
H 12.96423 -10.18651 -3.29524
H 12.85927 -11.52844 -5.23263
H 10.25219 -11.36442 -3.61060
H 11.58574 -12.32673 -3.01028
H 10.69095 -12.86266 -4.40631
H 10.91280 -11.56890 -6.37941
C 20.51572 -13.25219 -3.89371
C 19.79035 -14.55664 -4.09174
C 19.38055 -14.72996 -5.57139
O 20.76334 -15.48551 -3.65384
H 20.96338 -13.26230 -2.87229
H 19.87909 -12.39346 -4.05466
H 21.34177 -13.14458 -4.59366
H 18.90235 -14.65084 -3.48354
H 18.53244 -14.09535 -5.77444
H 19.00654 -15.73176 -5.80849
H 20.09878 -14.52129 -6.33814
H 20.52958 -16.31030 -4.11915
C 11.71460 -9.87804 -0.04966
C 13.07722 -9.52263 0.44347
C 14.15817 -10.31940 -0.25541
O 13.22936 -8.13650 0.13162
H 10.85973 -9.26008 0.21707
H 11.42393 -10.88888 0.23310
H 11.78051 -9.94143 -1.13323
H 13.15667 -9.56296 1.53858
H 14.12457 -11.35805 0.07294
H 15.16163 -9.95286 0.01266
H 14.01385 -10.28009 -1.33284
H 14.14190 -7.92349 0.32801
C 12.78486 -15.34901 1.03437
C 12.00378 -14.03196 0.99326
C 11.00990 -14.00959 -0.19728
O 11.39583 -13.85193 2.26750
H 13.44873 -15.37995 1.92052
H 13.36136 -15.46417 0.12017
H 12.12234 -16.24278 1.03011
H 12.74322 -13.22665 0.81585
H 11.53694 -14.45530 -1.05493
H 10.72043 -12.98572 -0.50670
H 10.11444 -14.56366 -0.00553
H 10.96358 -12.98894 2.25443
C 11.83004 -19.08636 -2.26521
C 11.17786 -18.24968 -3.31922
C 11.27611 -16.74097 -3.08527
O 11.72119 -18.50440 -4.57461
H 11.34818 -18.94411 -1.31159
H 12.89049 -18.83299 -2.21069
H 11.63907 -20.13236 -2.48455
H 10.09485 -18.46388 -3.37575
H 10.76756 -16.17172 -3.88740
H 12.34575 -16.55412 -3.08542
H 10.90551 -16.48807 -2.09453
H 11.95947 -19.45409 -4.57663
C 14.88031 -14.09900 -2.27859
C 14.99133 -13.05425 -3.34853
C 16.10212 -12.03025 -3.04845
O 15.33855 -13.76614 -4.56325
H 15.78591 -14.71493 -2.30880
H 14.00141 -14.73114 -2.40089
H 14.69703 -13.64159 -1.31184
H 14.05450 -12.51636 -3.53361
H 17.00883 -12.59202 -2.80545
H 15.86435 -11.43023 -2.17530
H 16.30831 -11.39080 -3.92960
H 15.17282 -13.18966 -5.29882
O 12.31668 -13.47946 -6.82312
H 13.06594 -12.97465 -7.16998
H 11.99617 -14.08092 -7.51633
*
```

## Properties
- HOMO (eV) = -9.4
- orbital gap (eV) = 9.664
- relative energy (zero: lowest compared OMol25 entry of this formula, charge and spin) (kcal per mole) = 0.0
- structure (SMILES) = NC(N)=O.NC(N)=O.NC(N)=O.CC(C)O.CC(C)O.CC(C)O.CC(C)O.CC(C)O.CC(C)O.CC(C)O.O

Atom charges from the Mulliken analysis, given in e for atoms 1 to 4: 0.456 -0.773 0.086 -0.401

---

No. 2
The following is a DFT calculation (ωB97M-V with the def2-TZVPD basis set) of a 8-piece molecular cluster, C24H70N6O8 overall at a distorted geometry.

Geometry as ORCA input:
```
! wB97M-V def2-TZVPD RIJCOSX def2/J DEFGRID3
* xyz 0 1
C 4.54638 -4.28561 6.40566
C 3.54914 -4.88353 7.44587
C 2.23695 -5.35003 6.68428
O 1.47498 -6.03223 7.77643
C 0.70733 -5.22127 8.73411
N 4.19855 -6.10537 7.99759
H 4.75735 -4.85039 5.49759
H 5.49040 -4.01362 6.87783
H 4.14119 -3.31464 6.12075
H 3.44461 -4.18724 8.27794
H 2.54179 -6.00891 5.87124
H 1.60896 -4.62642 6.16457
H 1.30618 -4.37562 9.07228
H 0.33106 -5.92381 9.47772
H -0.16466 -4.82621 8.21290
H 3.38437 -6.57143 8.37176
H 4.38080 -6.74739 7.23950
C -7.55628 2.89478 -3.56356
C -6.15299 2.57140 -4.26316
C -5.23413 3.80962 -4.36139
O -5.96833 5.01405 -4.62375
C -6.28905 5.29672 -5.97528
N -5.43636 1.42148 -3.74260
H -7.52179 3.72541 -2.85859
H -7.86603 2.04414 -2.95646
H -8.26795 3.25929 -4.30434
H -6.38202 2.24844 -5.27870
H -4.41124 3.76204 -5.07461
H -4.76080 3.83967 -3.37997
H -6.42088 6.34727 -6.23427
H -7.20615 4.78863 -6.27339
H -5.40281 5.03079 -6.55145
H -5.15141 1.61246 -2.79265
H -4.62771 1.34724 -4.34316
C -2.66880 -8.11940 -1.60366
C -2.49819 -7.04784 -2.61308
C -0.92810 -6.79154 -3.09823
O -0.23653 -6.14242 -1.98202
C 1.01870 -5.59410 -2.34951
N -3.35249 -7.24268 -3.80740
H -2.50719 -9.12371 -1.99522
H -3.56513 -8.05568 -0.98671
H -1.86345 -7.83609 -0.92597
H -2.79107 -6.14778 -2.07250
H -0.95174 -6.31732 -4.07938
H -0.48323 -7.73861 -3.40357
H 1.24588 -4.84409 -1.59190
H 1.13267 -5.11922 -3.32398
H 1.75906 -6.38878 -2.25758
H -4.10872 -7.88877 -3.63196
H -3.75052 -6.35112 -4.06587
C 2.60797 0.34983 -7.33599
C 1.16825 0.61196 -7.79475
C 0.79985 0.70565 -9.36337
O 1.40406 -0.32550 -10.20111
C 0.95739 -0.39725 -11.50804
N 0.35536 -0.39254 -7.18785
H 3.34934 1.10200 -7.60567
H 3.02872 -0.58572 -7.70451
H 2.72402 0.37938 -6.25260
H 0.82364 1.58610 -7.44777
H 1.13607 1.67049 -9.74305
H -0.28370 0.68747 -9.48035
H 0.72425 0.64120 -11.74332
H 0.03193 -0.95427 -11.65420
H 1.80598 -0.79349 -12.06571
H 0.74621 -0.47408 -6.26012
H 0.41548 -1.29558 -7.63615
C 0.17280 2.34295 7.51108
C 1.49160 2.30393 8.18419
C 2.40929 3.47243 7.69344
O 3.08234 3.38229 6.47983
C 3.79796 4.54760 6.24021
N 1.38965 2.35690 9.61694
H -0.51380 1.62067 7.95266
H 0.38405 2.16893 6.45600
H -0.28227 3.32634 7.62918
H 1.87759 1.31265 7.94655
H 3.19781 3.73806 8.39755
H 1.78327 4.36449 7.67277
H 3.98334 4.80023 5.19622
H 4.78960 4.34196 6.64328
H 3.45363 5.50454 6.63240
H 1.22231 1.45710 10.04408
H 0.51368 2.82188 9.80818
C 0.43796 5.28701 1.08840
C 1.67175 5.18398 0.15740
C 2.46313 6.50656 0.09527
O 3.77000 6.33284 -0.48393
C 4.42165 7.53814 -0.60841
N 2.37588 4.07535 0.65646
H 0.65885 5.53857 2.12571
H -0.18193 4.39074 1.11175
H -0.12407 6.16040 0.75759
H 1.20615 5.06994 -0.82154
H 2.47489 6.92551 1.10148
H 1.97459 7.17489 -0.61378
H 4.58244 7.96497 0.38158
H 3.84295 8.22920 -1.22130
H 5.44406 7.57986 -0.98396
H 2.48611 4.28430 1.63844
H 3.26574 4.30526 0.23766
O -4.93977 -2.61071 2.66189
H -4.11750 -2.32182 2.26611
H -4.71786 -3.42908 3.10602
O -0.40686 -1.81234 1.01710
H -0.19948 -2.48639 0.36990
H 0.33305 -1.20635 0.97802
*
```

## Properties
- HOMO (eV) = -9.0
- orbital gap (eV) = 9.373
- relative energy (zero: lowest compared OMol25 entry of this formula, charge and spin) (kcal per mole) = 128.7
- structure (SMILES) = COC[C@H](C)N.COC[C@H](C)N.COC[C@H](C)N.COC[C@H](C)N.COC[C@H](C)N.COC[C@H](C)N.O.O

Atom charges from the Mulliken analysis, given in e for atoms 1 to 4: -1.495 0.394 -0.524 -0.398

---

No. 3
The following is a DFT calculation (ωB97M-V with the def2-TZVPD basis set) of a 8-piece molecular cluster, C24H70N6O8 overall at a distorted geometry.

Geometry as ORCA input:
```
! wB97M-V def2-TZVPD RIJCOSX def2/J DEFGRID3
* xyz 0 1
C 23.43909 19.87577 29.11562
C 22.87500 18.47032 28.78536
C 22.26714 17.84225 30.13650
O 23.17452 17.90379 31.20478
C 24.13783 16.89214 31.17763
N 21.81646 18.71760 27.76697
H 24.13001 20.23061 28.35088
H 24.02025 19.79769 30.03445
H 22.60815 20.53679 29.36195
H 23.64644 17.81349 28.38342
H 21.92556 16.82204 29.96157
H 21.39624 18.39941 30.48174
H 24.88706 16.99669 31.96237
H 24.72372 16.99002 30.26371
H 23.74601 15.87783 31.10170
H 21.36076 17.81802 27.71038
H 22.39078 18.75065 26.93681
C 17.91051 19.34419 27.29254
C 18.15547 20.08337 28.65510
C 18.19499 19.07419 29.79668
O 18.47489 19.70181 31.01217
C 18.49066 18.96312 32.21767
N 19.53036 20.65273 28.52855
H 17.73613 20.16940 26.60208
H 17.06222 18.65973 27.28745
H 18.73751 18.71561 26.96231
H 17.45232 20.88153 28.89307
H 18.96747 18.34460 29.55363
H 17.25326 18.53165 29.87966
H 17.58442 18.39600 32.43024
H 18.66369 19.63279 33.06012
H 19.34575 18.29203 32.13657
H 19.68136 20.79718 29.51670
H 20.19738 19.90487 28.40244
C 16.76217 12.61460 29.95478
C 16.00122 13.83169 30.52594
C 15.29799 13.58211 31.86051
O 14.37960 12.47473 31.80062
C 13.03330 12.89138 31.48182
N 16.85768 15.05009 30.53653
H 17.62918 12.40142 30.58004
H 16.93120 12.71327 28.88250
H 16.11141 11.74038 29.93583
H 15.12003 14.03252 29.91661
H 14.98349 14.55141 32.24734
H 16.03445 13.29668 32.61168
H 12.27454 12.76506 32.25411
H 12.75455 12.28009 30.62349
H 12.85992 13.87863 31.05362
H 16.32142 15.87598 30.31197
H 17.52335 15.02027 29.77752
C 13.87390 17.19671 29.95380
C 14.17783 17.53102 28.49629
C 13.87919 16.42080 27.51794
O 14.87988 15.45096 27.75629
C 14.77302 14.42481 26.81092
N 13.35468 18.78685 28.18948
H 14.22154 17.96961 30.63927
H 14.17847 16.18451 30.21984
H 12.83731 17.33097 30.26292
H 15.22371 17.81071 28.36983
H 13.95124 16.86643 26.52581
H 12.83957 16.11217 27.62770
H 15.83587 14.31086 26.59766
H 14.19024 14.59589 25.90583
H 14.28945 13.54944 27.24451
H 13.60004 19.27906 27.34236
H 13.61199 19.45576 28.90114
C 18.40508 12.58718 25.27903
C 18.92046 11.82071 24.05887
C 18.28801 12.24794 22.71812
O 18.73930 11.48294 21.61402
C 18.30311 10.14079 21.47211
N 20.38688 11.99864 24.00222
H 18.79845 13.60314 25.31361
H 18.80511 12.18165 26.20834
H 17.32566 12.63278 25.42353
H 18.66460 10.77483 24.22847
H 18.52905 13.29825 22.55427
H 17.21015 12.21083 22.87608
H 17.22822 10.24948 21.32754
H 18.66192 9.51217 22.28709
H 18.71845 9.71913 20.55680
H 20.79610 11.80834 23.09865
H 20.77222 11.24451 24.55259
C 25.38265 14.34617 28.33724
C 24.07117 13.71184 28.86643
C 22.91789 14.41977 28.11249
O 21.64793 14.24347 28.74073
C 20.85385 13.17533 28.23136
N 24.14572 12.31085 28.50392
H 26.16273 13.86261 28.92523
H 25.44280 15.42003 28.51421
H 25.57878 14.18139 27.27777
H 23.90582 13.88156 29.93036
H 22.91215 13.94192 27.13284
H 23.18964 15.47205 28.02908
H 21.13135 12.18193 28.58386
H 20.77239 13.20906 27.14493
H 19.83823 13.20699 28.62585
H 25.05677 12.00156 28.81122
H 23.51271 11.78797 29.09214
O 20.47827 16.28643 26.61499
H 21.15273 15.60778 26.64267
H 20.42224 16.53155 25.69140
O 18.37886 15.51116 28.11073
H 18.43106 14.92342 27.35703
H 18.98353 16.22325 27.90209
*
```

## Properties
- HOMO (eV) = -8.5
- orbital gap (eV) = 8.684
- relative energy (zero: lowest compared OMol25 entry of this formula, charge and spin) (kcal per mole) = 73.1
- structure (SMILES) = COC[C@H](C)N.COC[C@H](C)N.COC[C@H](C)N.COC[C@H](C)N.COC[C@H](C)N.COC[C@H](C)N.O.O

Atom charges from the Mulliken analysis, given in e for atoms 1 to 4: -1.513 0.464 -0.196 -0.456

---

No. 4
The following is a DFT calculation (ωB97M-V with the def2-TZVPD basis set) of a 8-piece molecular cluster, C24H70N6O8 overall at a distorted geometry.

Geometry as ORCA input:
```
! wB97M-V def2-TZVPD RIJCOSX def2/J DEFGRID3
* xyz 0 1
C -1.76778 0.01451 0.59188
C -0.51086 0.76664 0.16916
C 0.74038 0.02922 0.63320
O 1.88077 0.78649 0.25736
C 2.97883 0.01517 -0.13714
N -0.54032 1.03335 -1.28462
H -1.68572 -1.04592 0.34126
H -2.61428 0.45617 0.06463
H -1.95148 0.14661 1.65885
H -0.51438 1.73171 0.68894
H 0.75984 -0.97138 0.18391
H 0.68522 -0.05617 1.72548
H 3.54303 -0.41301 0.69822
H 3.64216 0.66183 -0.71808
H 2.71578 -0.80135 -0.82562
H 0.45176 1.19466 -1.47753
H -0.70544 0.15581 -1.77624
C -2.74134 -3.97901 -1.63951
C -2.95295 -3.07310 -2.86652
C -2.37356 -3.68342 -4.11742
O -2.92602 -4.95889 -4.30899
C -2.84560 -5.38507 -5.64497
N -4.37224 -2.79207 -3.12923
H -1.72175 -4.37235 -1.61099
H -3.38113 -4.86097 -1.71335
H -2.96659 -3.42049 -0.73276
H -2.41284 -2.14568 -2.65915
H -1.27363 -3.74038 -4.04713
H -2.59898 -3.02588 -4.96745
H -1.80225 -5.49289 -5.98018
H -3.37376 -4.69794 -6.31198
H -3.26857 -6.38766 -5.70979
H -4.83528 -3.69265 -3.20559
H -4.78982 -2.31980 -2.33469
C 2.34550 -0.18795 4.39042
C 1.17040 0.30023 5.23715
C 0.79276 1.73191 4.92482
O 1.82376 2.63315 5.30314
C 1.80160 2.98440 6.65429
N -0.00491 -0.57446 5.00302
H 2.96152 -0.84985 5.01658
H 3.02229 0.55791 3.98406
H 2.05930 -0.89183 3.60480
H 1.42400 0.19349 6.29765
H -0.13652 2.02887 5.43453
H 0.65317 1.88792 3.85330
H 0.79694 3.28729 6.98272
H 2.50077 3.80177 6.81059
H 2.09552 2.14937 7.30946
H 0.15939 -1.48425 5.42170
H -0.79149 -0.20528 5.53304
C -0.50794 5.75026 0.45211
C -0.45735 5.95002 -1.06262
C 0.31842 4.80969 -1.66233
O 0.42221 4.99307 -3.06973
C 1.21193 3.99779 -3.66155
N -1.82208 6.07280 -1.56098
H -1.19885 4.92519 0.67295
H -0.93551 6.61613 0.94955
H 0.46180 5.43781 0.84000
H 0.07624 6.89115 -1.22108
H -0.23691 3.86572 -1.51483
H 1.30566 4.67936 -1.20004
H 1.34544 4.23878 -4.71740
H 0.73765 3.01013 -3.60306
H 2.21214 3.97640 -3.20775
H -2.22395 5.14286 -1.65928
H -1.81819 6.42965 -2.51153
C -6.53391 1.25732 4.42448
C -6.59932 1.51192 2.92282
C -6.17018 0.26981 2.19022
O -6.07528 0.57381 0.81376
C -5.73075 -0.54377 0.02812
N -7.96269 1.84506 2.49794
H -6.86556 2.11503 5.00668
H -5.51368 0.98831 4.71114
H -7.16253 0.40357 4.69237
H -5.87309 2.29245 2.65679
H -6.90463 -0.52152 2.38295
H -5.16995 0.00534 2.55916
H -6.02068 -0.26346 -0.98970
H -6.33542 -1.40855 0.31410
H -4.65550 -0.74341 -0.01101
H -8.14756 2.83821 2.57324
H -8.02641 1.64256 1.50399
C 5.87980 -2.87074 -3.71268
C 6.93984 -1.86774 -3.21691
C 6.52343 -1.21123 -1.92230
O 5.98929 -2.14038 -0.99280
C 6.91391 -2.80122 -0.14229
N 8.27464 -2.47412 -3.09298
H 6.03620 -3.11239 -4.76187
H 4.87171 -2.45088 -3.61824
H 5.88598 -3.76235 -3.08600
H 7.04059 -1.13759 -4.02813
H 5.81687 -0.39043 -2.05221
H 7.37970 -0.72532 -1.42878
H 7.23122 -3.75223 -0.58740
H 6.40145 -3.02692 0.78975
H 7.79220 -2.17290 0.02651
H 8.28476 -3.09123 -2.29069
H 8.49021 -3.03952 -3.90461
O 0.76123 -1.17319 -3.24519
H 0.39200 -1.07603 -4.12807
H 1.69797 -0.98283 -3.35010
O 4.48772 -2.63892 2.42598
H 4.37880 -3.55117 2.70886
H 4.24170 -2.63890 1.49546
*
```

## Properties
- HOMO (eV) = -9.0
- orbital gap (eV) = 9.171
- relative energy (zero: lowest compared OMol25 entry of this formula, charge and spin) (kcal per mole) = 28.4
- structure (SMILES) = COC[C@H](C)N.COC[C@H](C)N.COC[C@H](C)N.COC[C@H](C)N.COC[C@H](C)N.COC[C@H](C)N.O.O

Atom charges from the Mulliken analysis, given in e for atoms 1 to 4: -1.592 0.762 -0.521 -0.224

---

- The lowest relative energy (zero: lowest compared OMol25 entry of this formula, charge and spin) belongs to which entry?
  C24H70N6O11